{"formula": "C24H23N3O4", "method": "wB97M-V/def2-TZVPD", "smiles": "CCOc1ccc(/C=N/NC(=O)c2ccccc2NC(=O)c2ccc(OC)cc2)cc1", "spin_multiplicity": 1, "e_above_lowest_ev": 2.257, "symbols": ["C", "C", "O", "C", "C", "C", "C", "C", "N", "N", "C", "O", "C", "C", "C", "C", "C", "C", "N", "C", "O", "C", "C", "C", "C", "O", "C", "C", "C", "C", "C", "H", "H", "H", "H", "H", "H", "H", "H", "H", "H", "H", "H", "H", "H", "H", "H", "H", "H", "H", "H", "H", "H", "H"], "coordinates": [[3.94, -4.50, -2.17], [2.43, -4.58, -1.95], [2.03, -3.98, -0.73], [1.99, -2.63, -0.61], [1.70, -2.15, 0.68], [1.59, -0.80, 0.92], [1.77, 0.12, -0.12], [1.61, 1.54, 0.11], [1.13, 1.96, 1.22], [0.94, 3.27, 1.41], [0.15, 3.77, 2.42], [0.02, 4.97, 2.53], [-0.34, 2.79, 3.42], [-0.11, 3.15, 4.75], [-0.46, 2.31, 5.80], [-1.05, 1.09, 5.52], [-1.33, 0.74, 4.22], [-1.00, 1.58, 3.15], [-1.35, 1.14, 1.88], [-1.62, 1.88, 0.77], [-1.65, 3.10, 0.77], [-1.90, 1.09, -0.46], [-1.48, -0.23, -0.65], [-1.72, -0.87, -1.84], [-2.40, -0.22, -2.88], [-2.59, -0.95, -4.01], [-3.27, -0.36, -5.09], [-2.82, 1.09, -2.70], [-2.55, 1.73, -1.51], [2.07, -0.36, -1.39], [2.17, -1.71, -1.64], [4.27, -3.47, -2.24], [4.46, -4.98, -1.35], [4.19, -5.01, -3.10], [2.12, -5.62, -1.85], [1.88, -4.13, -2.79], [1.56, -2.87, 1.47], [1.37, -0.43, 1.91], [1.86, 2.22, -0.71], [1.20, 3.94, 0.68], [0.36, 4.10, 4.94], [-0.26, 2.61, 6.81], [-1.32, 0.42, 6.33], [-1.81, -0.20, 4.01], [-1.55, 0.15, 1.82], [-0.93, -0.76, 0.11], [-1.39, -1.89, -2.00], [-2.74, 0.51, -5.47], [-4.29, -0.08, -4.81], [-3.31, -1.13, -5.87], [-3.34, 1.62, -3.48], [-2.86, 2.76, -1.36], [2.21, 0.34, -2.20], [2.40, -2.04, -2.64]]}

---

{"formula": "C20H40N4O2", "method": "wB97M-V/def2-TZVPD", "smiles": "CC(C)CC(=O)NCCCN1CCN(CCCNC(=O)CC(C)C)CC1", "spin_multiplicity": 1, "total_energy_ha": -1155.62503, "symbols": ["C", "C", "C", "C", "C", "O", "N", "C", "C", "C", "N", "C", "C", "N", "C", "C", "C", "N", "C", "O", "C", "C", "C", "C", "C", "C", "H", "H", "H", "H", "H", "H", "H", "H", "H", "H", "H", "H", "H", "H", "H", "H", "H", "H", "H", "H", "H", "H", "H", "H", "H", "H", "H", "H", "H", "H", "H", "H", "H", "H", "H", "H", "H", "H", "H", "H"], "coordinates": [[-3.61, -2.57, -1.60], [-4.07, -3.13, -0.26], [-3.12, -4.22, 0.21], [-4.17, -2.02, 0.79], [-5.26, -1.02, 0.43], [-6.45, -1.25, 0.61], [-4.81, 0.10, -0.16], [-5.67, 1.20, -0.54], [-5.11, 2.52, -0.03], [-3.77, 2.87, -0.68], [-2.72, 1.92, -0.33], [-2.14, 2.19, 0.98], [-1.15, 1.09, 1.34], [-0.09, 1.02, 0.35], [0.95, 0.08, 0.71], [2.26, 0.38, -0.02], [3.40, -0.49, 0.52], [4.66, -0.19, -0.12], [5.70, 0.38, 0.54], [5.66, 0.63, 1.72], [6.90, 0.63, -0.34], [7.63, -0.68, -0.70], [8.74, -0.40, -1.71], [8.19, -1.34, 0.55], [-0.67, 0.76, -0.95], [-1.65, 1.87, -1.31], [-4.31, -1.81, -1.96], [-2.62, -2.11, -1.51], [-3.55, -3.36, -2.35], [-5.07, -3.56, -0.39], [-2.12, -3.81, 0.37], [-3.46, -4.65, 1.15], [-3.05, -5.02, -0.53], [-4.44, -2.47, 1.75], [-3.21, -1.51, 0.90], [-3.82, 0.31, -0.24], [-5.76, 1.24, -1.63], [-6.66, 1.00, -0.12], [-5.00, 2.47, 1.06], [-5.82, 3.32, -0.26], [-3.90, 2.84, -1.76], [-3.48, 3.90, -0.40], [-2.93, 2.22, 1.72], [-1.61, 3.16, 0.98], [-0.71, 1.31, 2.32], [-1.69, 0.13, 1.42], [1.13, 0.17, 1.79], [0.64, -0.97, 0.51], [2.15, 0.20, -1.09], [2.51, 1.43, 0.13], [3.55, -0.30, 1.59], [3.16, -1.55, 0.38], [4.72, -0.34, -1.11], [7.59, 1.28, 0.20], [6.59, 1.14, -1.26], [6.91, -1.36, -1.17], [9.47, 0.29, -1.28], [8.35, 0.04, -2.62], [9.26, -1.32, -1.97], [8.65, -2.29, 0.31], [8.94, -0.70, 1.01], [7.40, -1.51, 1.28], [0.12, 0.72, -1.70], [-1.21, -0.21, -0.96], [-2.09, 1.65, -2.29], [-1.10, 2.82, -1.37]]}

---

{"formula": "C23H20F3N2PS2Tl", "method": "wB97M-V/def2-TZVPD", "spin_multiplicity": 1, "total_energy_ha": -2607.59152, "total_charge": 1, "symbols": ["Tl", "F", "C", "F", "F", "C", "C", "C", "C", "N", "C", "S", "H", "H", "H", "S", "C", "C", "C", "C", "C", "C", "C", "C", "C", "N", "H", "H", "H", "H", "H", "H", "C", "P", "C", "C", "C", "C", "C", "C", "C", "H", "H", "H", "H", "H", "H", "H", "H", "H", "H", "H"], "coordinates": [[-0.40, -0.91, -1.08], [-0.85, -1.85, 4.40], [-2.10, -1.76, 3.93], [-2.89, -1.49, 4.98], [-2.44, -2.96, 3.47], [-2.21, -0.68, 2.87], [-2.88, 0.49, 3.16], [-2.97, 1.50, 2.21], [-2.33, 1.31, 1.01], [-1.64, 0.19, 0.74], [-1.60, -0.82, 1.62], [-0.76, -2.27, 1.07], [-3.36, 0.60, 4.12], [-3.52, 2.41, 2.40], [-2.33, 2.06, 0.23], [-2.75, -0.02, -4.91], [-3.89, -0.39, -3.70], [-3.29, -0.69, -2.51], [-1.88, -0.62, -2.60], [-1.43, -0.28, -3.84], [-0.02, -0.18, -4.25], [0.38, 0.20, -5.53], [1.73, 0.22, -5.84], [2.66, -0.14, -4.86], [2.18, -0.48, -3.62], [0.88, -0.49, -3.31], [-4.94, -0.36, -3.92], [-3.84, -0.95, -1.61], [-0.36, 0.47, -6.27], [2.06, 0.50, -6.83], [3.72, -0.15, -5.07], [2.86, -0.76, -2.82], [3.04, 1.06, -0.40], [1.80, -0.13, 0.19], [2.74, -1.68, 0.35], [1.41, 0.43, 1.86], [0.74, 1.64, 2.00], [0.46, 2.14, 3.27], [0.86, 1.43, 4.39], [1.53, 0.22, 4.26], [1.81, -0.28, 2.99], [3.78, 1.21, 0.39], [2.58, 2.02, -0.64], [3.54, 0.68, -1.29], [3.70, -1.50, 0.84], [2.92, -2.08, -0.65], [2.16, -2.40, 0.92], [0.43, 2.20, 1.13], [-0.06, 3.09, 3.37], [0.65, 1.82, 5.38], [1.83, -0.34, 5.13], [2.31, -1.24, 2.90]]}

---

{"formula": "C44H58O3P3SSiZn", "method": "wB97M-V/def2-TZVPD", "spin_multiplicity": 1, "total_energy_ha": -5428.30001, "total_charge": -1, "symbols": ["Zn", "O", "C", "O", "C", "C", "C", "C", "C", "C", "P", "C", "C", "C", "C", "C", "C", "C", "C", "C", "C", "C", "C", "H", "H", "H", "H", "H", "H", "H", "H", "H", "H", "H", "H", "H", "H", "C", "P", "C", "C", "C", "P", "C", "C", "H", "H", "H", "H", "H", "H", "H", "H", "H", "H", "H", "H", "H", "H", "H", "H", "C", "Si", "C", "C", "C", "C", "C", "C", "C", "C", "H", "H", "H", "H", "H", "H", "H", "H", "H", "H", "H", "H", "H", "H", "H", "H", "H", "H", "H", "H", "H", "C", "C", "O", "S", "C", "C", "C", "C", "C", "C", "C", "C", "H", "H", "H", "H", "H", "H", "H"], "coordinates": [[1.10, -0.51, 0.39], [2.86, 2.71, -1.42], [1.71, 2.62, -0.98], [1.11, 1.51, -0.75], [1.00, 3.94, -0.68], [1.64, 5.10, -1.10], [1.14, 6.35, -0.79], [-0.01, 6.45, -0.02], [-0.67, 5.31, 0.40], [-0.19, 4.03, 0.08], [-1.05, 2.50, 0.58], [-2.46, 3.21, 1.58], [-2.11, 3.65, 2.86], [-3.07, 3.92, 3.82], [-4.42, 3.75, 3.52], [-4.78, 3.30, 2.26], [-3.82, 3.03, 1.30], [-1.89, 2.26, -1.06], [-1.81, 1.05, -1.74], [-2.41, 0.88, -2.98], [-3.13, 1.93, -3.55], [-3.23, 3.14, -2.88], [-2.61, 3.30, -1.65], [2.54, 4.98, -1.69], [1.64, 7.24, -1.14], [-0.40, 7.42, 0.24], [-1.57, 5.40, 0.99], [-1.06, 3.76, 3.10], [-2.77, 4.25, 4.81], [-5.17, 3.93, 4.28], [-5.83, 3.16, 2.03], [-4.12, 2.68, 0.33], [-1.28, 0.22, -1.29], [-2.35, -0.07, -3.48], [-3.61, 1.79, -4.51], [-3.80, 3.95, -3.31], [-2.70, 4.25, -1.13], [2.15, 2.44, 3.39], [2.17, 0.76, 2.62], [1.22, -0.11, 3.95], [3.86, 0.13, 3.15], [5.05, 1.00, 2.71], [4.63, 1.85, 1.11], [5.30, 0.62, -0.07], [6.04, 3.05, 1.09], [1.12, 2.70, 3.64], [2.55, 3.18, 2.70], [2.74, 2.44, 4.31], [1.56, 0.19, 4.95], [1.35, -1.18, 3.84], [0.16, 0.12, 3.84], [3.95, -0.87, 2.70], [3.85, 0.01, 4.24], [5.97, 0.40, 2.63], [5.23, 1.79, 3.45], [6.21, 0.14, 0.32], [5.52, 1.14, -1.00], [4.53, -0.13, -0.27], [6.98, 2.55, 1.36], [5.84, 3.85, 1.80], [6.11, 3.47, 0.09], [4.24, -2.62, -0.33], [2.32, -2.48, -0.40], [1.93, -2.66, -2.30], [0.44, -2.95, -2.54], [2.25, -1.29, -2.93], [2.75, -3.72, -3.04], [1.79, -4.02, 0.68], [0.27, -4.18, 0.74], [2.38, -5.36, 0.22], [2.28, -3.75, 2.11], [4.56, -3.66, -0.41], [4.63, -2.22, 0.60], [4.72, -2.07, -1.15], [-0.20, -2.30, -1.94], [0.20, -3.98, -2.27], [0.19, -2.82, -3.60], [1.68, -0.49, -2.46], [2.02, -1.30, -4.00], [3.31, -1.06, -2.82], [2.59, -4.72, -2.64], [3.82, -3.50, -2.99], [2.47, -3.73, -4.10], [-0.14, -4.47, -0.23], [-0.21, -3.25, 1.04], [0.00, -4.95, 1.47], [2.09, -5.59, -0.80], [2.01, -6.17, 0.87], [3.47, -5.36, 0.28], [1.84, -2.83, 2.49], [3.37, -3.64, 2.14], [2.00, -4.57, 2.77], [-8.05, -3.94, -4.02], [-6.85, -3.66, -3.15], [-5.71, -3.67, -3.52], [-7.33, -3.25, -1.48], [-5.79, -2.63, -0.83], [-5.27, -1.45, -1.34], [-4.05, -0.99, -0.90], [-3.32, -1.69, 0.07], [-3.88, -2.86, 0.60], [-5.10, -3.33, 0.16], [-2.01, -1.27, 0.45], [-0.88, -0.91, 0.75], [-7.83, -4.75, -4.71], [-8.26, -3.04, -4.60], [-8.92, -4.18, -3.41], [-5.82, -0.89, -2.09], [-3.64, -0.08, -1.30], [-3.34, -3.41, 1.36], [-5.53, -4.24, 0.57]]}